# 1
A 5-piece molecular cluster, C16H41O15PS5 overall in a non-equilibrium geometry. Source: the Open Molecules 2025 dataset; level of theory: ωB97M-V/def2-TZVPD.

Geometry (Å):
S  1.78  -4.55  -4.73
S  4.82  5.52  7.03
S  -3.30  5.90  5.18
S  2.07  -0.12  0.27
S  -4.37  -4.82  -8.04
P  2.89  1.73  5.21
O  2.38  0.90  -0.95
O  0.65  -0.29  0.40
O  3.09  3.42  5.21
O  1.66  -4.06  -6.07
O  -4.50  -4.32  -9.38
O  -3.88  4.70  5.72
O  -2.98  6.03  3.78
O  -3.95  -3.98  -6.95
O  -2.00  6.28  6.05
O  3.29  5.50  6.32
O  1.97  3.93  7.23
O  0.40  -5.30  -4.32
O  2.90  0.24  1.39
O  -5.75  -5.56  -7.62
O  2.19  -3.70  -3.64
C  1.76  2.19  -0.92
C  2.45  3.11  0.06
C  -3.34  -6.26  -8.07
C  2.53  0.93  6.88
C  -0.71  -4.50  -3.91
C  4.67  1.10  4.86
C  -6.85  -4.76  -7.21
C  -0.97  5.30  6.21
C  2.75  -1.58  -0.48
C  -4.30  7.28  5.66
C  2.81  -5.99  -4.75
C  5.67  1.64  6.00
C  -0.13  5.17  4.95
C  2.74  4.16  6.30
C  -1.39  -3.83  -5.10
C  -7.54  -4.09  -8.38
H  -0.73  -3.09  -5.56
H  2.16  -1.83  -1.35
H  6.06  0.77  6.62
H  0.72  4.50  5.13
H  -3.77  -6.98  -8.76
H  4.97  1.65  3.89
H  3.52  3.14  -0.11
H  3.79  -1.38  -0.75
H  2.71  -2.38  0.26
H  -4.51  7.21  6.72
H  0.69  2.10  -0.71
H  2.39  -6.72  -5.44
H  -2.30  -3.33  -4.79
H  3.80  -5.68  -5.10
H  1.86  2.60  -1.93
H  4.68  -0.02  4.71
H  -0.40  -3.76  -3.17
H  -6.54  -4.03  -6.46
H  -1.63  -4.57  -5.87
H  -8.45  -3.58  -8.06
H  2.04  4.13  -0.02
H  -7.56  -5.43  -6.72
H  -1.39  4.34  6.50
H  -6.88  -3.35  -8.85
H  5.09  2.35  6.69
H  -0.71  4.75  4.13
H  2.43  -0.20  6.68
H  1.52  1.23  7.34
H  -7.79  -4.82  -9.16
H  -5.23  7.24  5.09
H  -2.36  -5.95  -8.42
H  -0.33  5.64  7.03
H  -3.76  8.20  5.42
H  -3.27  -6.67  -7.07
H  2.88  -6.40  -3.74
H  3.37  1.07  7.65
H  6.53  2.26  5.57
H  5.79  5.89  6.10
H  0.24  6.14  4.62
H  2.30  2.77  1.09
H  -1.42  -5.17  -3.43

Summary:
largest force on an atom	3.5	eV/A
SMILES	CCP(C)OC(=O)OS.CCOS(C)(=O)=O.CCOS(C)(=O)=O.CCOS(C)(=O)=O.CCOS(C)(=O)=O
energy	-4095.0019	hartree
gap between HOMO and LUMO	8.61	eV

The computed Löwdin charges, all in e, follow: S 0.600; S 0.816; S 0.600; S 0.595; S 0.604; P 0.938; O -0.264; O -0.279; O -0.252; O -0.278; O -0.276; O -0.281; O -0.283; O -0.285; O -0.264; O -0.466; O 0.085; O -0.266; O -0.302; O -0.265; O -0.289; C -0.266; C -0.076; C -0.123; C -0.306; C -0.259; C -0.372; C -0.267; C -0.255; C -0.119; C -0.125; C -0.123; C -0.176; C -0.057; C -0.658; C -0.076; C -0.076; H 0.077; H 0.064; H 0.074; H 0.047; H 0.075; H 0.077; H 0.084; H 0.076; H 0.077; H 0.073; H 0.117; H 0.074; H 0.082; H 0.076; H 0.122; H 0.081; H 0.115; H 0.116; H 0.064; H 0.081; H 0.081; H 0.122; H 0.121; H 0.071; H 0.033; H 0.077; H 0.060; H 0.051; H 0.085; H 0.075; H 0.078; H 0.121; H 0.074; H 0.073; H 0.074; H 0.050; H 0.076; H -0.112; H 0.095; H 0.066; H 0.123



# 2
H10LiO5 as an isolated structure in a non-equilibrium geometry. Source: the Open Molecules 2025 dataset; level of theory: ωB97M-V/def2-TZVPD.

Geometry (Å):
O  -1.34  1.44  0.43
O  1.66  1.04  -0.45
O  -1.22  -1.90  0.42
O  -0.74  0.03  -2.06
O  1.40  -0.90  1.50
Li  0.08  -0.07  0.06
H  -1.02  1.88  1.24
H  1.89  -1.63  1.23
H  -1.51  -2.53  -0.25
H  -0.11  0.24  -2.84
H  2.53  1.03  -0.53
H  -1.40  0.66  -2.20
H  -1.70  -2.16  1.25
H  2.10  -0.25  1.65
H  1.60  2.01  -0.09
H  -2.22  1.09  0.63

Summary:
largest force on an atom	7.0	eV/A
energy above the lowest of the compared OMol25 structures with the same formula, charge and spin	0.9210	eV
energy	-389.5825	hartree
gap between HOMO and LUMO	12.08	eV
total charge	+1

The computed Löwdin charges, all in e, follow: O -0.087; O -0.063; O -0.092; O -0.086; O -0.054; Li 0.733; H 0.076; H 0.027; H 0.058; H 0.125; H -0.020; H 0.005; H 0.092; H 0.061; H 0.148; H 0.077



# 3
An isolated ion of composition C5H9N2S and charge +1 in a non-equilibrium geometry. Source: the Open Molecules 2025 dataset; level of theory: ωB97M-V/def2-TZVPD.

Geometry (Å):
S  -2.30  -0.09  -0.65
N  0.25  -0.28  0.08
N  -0.24  1.75  -0.72
C  -0.77  0.55  -0.36
C  -1.63  -1.78  -0.14
C  -0.17  -1.58  0.45
C  1.21  1.76  -0.39
C  1.39  0.48  0.48
H  -0.70  2.58  -0.66
H  -2.40  -2.11  0.58
H  0.53  -2.10  -0.08
H  1.79  1.71  -1.26
H  -0.18  -1.79  1.55
H  2.26  -0.15  0.46
H  -1.70  -2.55  -0.84
H  1.22  0.84  1.44
H  1.46  2.74  0.07

Summary:
largest force on an atom	5.1	eV/A
energy above the lowest of the compared OMol25 structures with the same formula, charge and spin	0.5767	eV
energy	-703.3509	hartree
gap between HOMO and LUMO	10.12	eV
total charge	+1

The computed Löwdin charges, all in e, follow: S 1.099; N -0.114; N 0.092; C -0.556; C -0.285; C -0.128; C -0.065; C -0.070; H 0.119; H 0.085; H 0.100; H 0.104; H 0.154; H 0.141; H 0.065; H 0.114; H 0.145



# 4
A 8-piece molecular cluster, C6H29NO8 overall in a non-equilibrium geometry. Source: the Open Molecules 2025 dataset; level of theory: ωB97M-V/def2-TZVPD.

Geometry (Å):
O  -2.95  2.77  -1.76
O  -3.46  1.45  0.67
O  3.80  -0.16  -0.06
O  -2.66  0.37  2.97
O  1.19  -3.12  1.33
O  0.40  2.02  2.21
O  3.23  -2.50  -1.17
O  -1.40  -2.14  2.80
N  0.42  -1.06  -1.65
C  0.67  0.36  0.49
C  1.08  1.77  0.96
C  0.31  -0.93  -3.12
C  -0.61  -1.93  -1.09
C  0.67  2.94  0.07
C  0.46  0.28  -1.05
H  1.32  0.87  -1.46
H  1.39  3.41  -0.56
H  -2.49  1.03  3.65
H  -0.85  -2.02  3.58
H  -3.13  0.69  2.17
H  -0.23  -0.05  -3.42
H  -0.15  2.59  -0.58
H  -0.54  0.71  -1.24
H  -1.63  -1.55  -1.32
H  3.76  -1.09  -0.40
H  0.06  -1.84  -3.60
H  1.46  -0.37  0.71
H  0.31  -2.99  1.69
H  -0.56  1.89  2.11
H  2.12  1.71  1.38
H  2.89  -2.86  -0.33
H  -3.61  0.64  0.18
H  1.70  -2.31  1.47
H  0.25  3.72  0.68
H  -0.35  -2.95  -1.41
H  -1.91  -1.32  2.65
H  1.36  -0.72  -3.36
H  -1.98  2.65  -1.77
H  2.36  -2.14  -1.45
H  -3.16  1.99  -2.30
H  4.58  0.06  0.46
H  -0.49  -2.03  0.00
H  -3.31  2.08  -0.07
H  -0.32  0.11  0.94

Summary:
largest force on an atom	3.3	eV/A
energy above the lowest of the compared OMol25 structures with the same formula, charge and spin	2.7241	eV
SMILES	C[C@@H](O)CCN(C)C.O.O.O.O.O.O.O
energy	-902.6288	hartree
gap between HOMO and LUMO	8.97	eV

The computed Löwdin charges, all in e, follow: O -0.046; O -0.061; O -0.082; O -0.074; O -0.054; O -0.084; O -0.054; O -0.067; N -0.288; C -0.126; C -0.379; C -0.072; C -0.092; C -0.031; C -0.220; H 0.142; H 0.073; H 0.063; H 0.045; H 0.004; H 0.065; H 0.045; H 0.093; H 0.095; H -0.011; H 0.073; H 0.083; H 0.004; H 0.061; H 0.152; H 0.040; H 0.058; H 0.023; H 0.082; H 0.093; H -0.004; H 0.090; H 0.043; H 0.035; H 0.063; H 0.038; H 0.048; H 0.021; H 0.111



# 5
An isolated ion of composition CH2NO3P and charge -2 in a non-equilibrium geometry. Source: the Open Molecules 2025 dataset; level of theory: ωB97M-V/def2-TZVPD.

Geometry (Å):
P  -0.10  1.14  0.59
O  -0.61  0.85  2.04
O  1.30  1.70  0.53
O  -1.07  1.78  -0.40
N  0.33  -1.83  0.00
C  0.07  -0.60  -0.41
H  -0.12  -0.39  -1.55
H  0.20  -2.65  -0.80

Summary:
largest force on an atom	3.2	eV/A
energy above the lowest of the compared OMol25 structures with the same formula, charge and spin	1.2245	eV
SMILES	[H]/N=C/P(=O)([O-])[O-]
energy	-661.1385	hartree
gap between HOMO and LUMO	6.67	eV
total charge	-2

The computed Löwdin charges, all in e, follow: P 0.019; O -0.561; O -0.513; O -0.540; N -0.121; C -0.333; H 0.042; H 0.007